No. 1
C8H15ClINO2PV as an isolated structure in a non-equilibrium geometry. Source: the Open Molecules 2025 dataset; level of theory: the ωB97M-V functional and the def2-TZVPD basis.

XYZ file:
```
30
Properties=species:S:1:pos:R:3:forces:R:3:lowdin_charge:R:1
I 1.093 3.138 -0.492 -0.97 -1.22 -0.15 0.765
V -0.560 1.240 0.072 1.42 7.37 1.46 0.009
Cl -2.457 2.488 0.549 1.25 -1.56 -0.46 0.314
P 1.030 -0.407 -0.385 1.89 -2.00 -0.81 0.730
O -2.525 -1.036 0.548 3.59 4.06 -1.19 0.230
O -2.740 -0.964 -2.307 1.27 6.26 1.19 0.365
N 0.048 0.885 1.905 -0.03 -0.90 1.13 0.046
C -1.770 -0.184 0.274 -5.47 -6.98 1.98 -0.281
C 0.204 0.398 2.950 -0.33 0.56 -0.77 -0.050
C -2.775 1.529 -2.723 0.67 1.82 0.92 0.061
C 1.082 -0.595 -2.188 -0.32 0.51 -0.16 -0.200
C 0.944 -2.118 0.211 -0.74 -0.26 0.41 -0.188
C 2.693 0.081 0.168 0.19 0.57 0.44 -0.225
C -2.605 0.202 -2.249 -2.41 -7.08 -3.29 -0.024
C 0.360 -0.237 4.226 0.25 -0.34 0.36 0.044
H 2.700 1.111 0.544 0.16 -0.48 -0.03 -0.016
H 1.801 -1.386 -2.431 -0.16 0.12 -0.02 0.093
H -3.531 1.581 -3.540 0.28 -0.53 0.26 0.186
H 0.083 -0.870 -2.551 0.31 -0.16 -0.12 0.047
H 3.029 -0.604 0.957 -0.06 0.14 -0.21 0.076
H -3.115 2.117 -1.845 -0.10 0.03 -0.47 0.072
H 1.606 -2.741 -0.410 -0.11 0.29 0.11 0.095
H 1.386 0.351 -2.652 0.01 -0.24 -0.01 0.063
H -0.073 -2.531 0.150 0.28 -0.02 -0.04 0.064
H -0.368 0.139 4.958 0.05 0.12 -0.20 0.140
H 0.207 -1.322 4.111 0.01 0.26 -0.03 0.132
H -1.799 1.979 -3.037 -0.57 -0.40 0.04 0.157
H 1.375 -0.070 4.610 -0.13 0.07 -0.05 0.137
H 1.288 -2.195 1.251 -0.13 0.09 -0.27 0.069
H 3.386 0.020 -0.676 -0.10 -0.08 -0.02 0.089
```
Forces are in eV/Å.

Computed properties:
Net charge ... +3
<S²> ... 0.79
Spin multiplicity ... 2
HOMO-LUMO gap (alpha / beta) ... 6.474 / 6.003 eV
E ... -2561.1211 Eh
Energy above the lowest of the compared OMol25 structures with the same formula, charge and spin ... 0.0 kJ/mol
LUMO level (alpha / beta) ... -13.9 / -14.2 eV

---

No. 2
C8H15ClINO4Si2Sm as an isolated structure in a non-equilibrium geometry. Source: the Open Molecules 2025 dataset; level of theory: the ωB97M-V functional and the def2-TZVPD basis.

XYZ file:
```
33
Properties=species:S:1:pos:R:3:forces:R:3:lowdin_charge:R:1
Sm -3.185 1.384 0.866 1.78 6.87 9.12 1.524
I -3.370 -1.224 -2.503 -0.26 0.53 0.25 1.091
Cl -2.276 2.768 -1.994 0.40 -0.79 1.26 0.447
Si -0.625 1.665 -1.196 0.64 1.54 -1.68 -0.031
Si 1.287 1.881 0.914 1.88 1.22 0.41 0.593
O 0.417 1.495 -2.448 -0.87 -0.57 1.02 -0.083
O -0.252 2.465 3.220 -0.96 0.24 0.50 0.109
O 0.053 2.627 -0.042 -0.38 -2.24 0.46 -0.276
O 0.592 0.849 2.158 -0.45 0.06 -1.84 -0.194
N -0.543 1.517 2.607 0.36 0.32 0.29 -0.142
C 2.112 -1.414 0.665 -0.33 -0.66 -1.34 -0.205
C 2.427 -0.423 -0.487 1.00 -0.06 0.29 -0.242
C -1.314 -0.010 -0.566 -1.32 0.63 0.91 -0.321
C -2.926 -0.196 -0.671 0.61 -3.61 -0.86 -0.982
C 2.256 -3.825 -0.451 -0.73 -1.76 -1.15 0.127
C 2.658 1.044 -0.037 -0.68 -1.01 0.15 -0.219
C -3.339 -1.203 0.562 -0.54 2.55 -0.24 -0.143
C 2.207 -2.778 0.091 0.09 2.33 1.36 -0.149
H 1.670 -0.558 -1.265 0.03 0.21 0.07 0.084
H -3.114 -0.646 1.560 0.08 -2.02 -0.78 0.056
H 3.517 1.017 0.653 -0.30 0.18 0.06 0.105
H 1.050 -1.299 0.915 0.31 0.12 0.61 0.079
H -4.432 -1.320 0.537 0.24 -0.42 0.04 0.097
H 3.369 -0.763 -0.934 -0.24 0.07 -0.09 0.127
H -1.004 -0.301 0.484 -0.01 0.42 -0.96 0.076
H -0.898 -0.781 -1.224 -0.05 0.10 0.20 0.071
H -3.548 0.767 -0.511 -0.33 -4.65 -7.78 -0.116
H 1.901 2.978 1.670 -0.41 0.11 -0.08 0.049
H 2.989 1.680 -0.868 -0.33 -0.01 0.09 0.104
H -2.807 -2.148 0.492 0.04 0.18 0.13 0.113
H 2.015 -4.712 -0.990 0.52 -0.19 0.10 0.043
H 0.363 0.601 -2.809 0.38 0.12 -0.55 0.082
H 2.765 -1.307 1.532 -0.18 0.16 0.00 0.131
```
Forces are in eV/Å.

Computed properties:
Net charge ... +2
<S²> ... 6.33
Spin multiplicity ... 5
HOMO-LUMO gap (alpha / beta) ... 6.647 / 6.806 eV
E ... -2663.6185 Eh
LUMO level (alpha / beta) ... -8.3 / -8.1 eV

---

No. 3
C8H15ClNO7PY as an isolated structure in a non-equilibrium geometry. Source: the Open Molecules 2025 dataset; level of theory: the ωB97M-V functional and the def2-TZVPD basis.

XYZ file:
```
34
Properties=species:S:1:pos:R:3:forces:R:3:lowdin_charge:R:1
Y -3.227 3.087 -0.861 -6.87 2.49 0.04 2.123
Cl -1.436 -0.992 -2.168 -0.87 1.38 1.09 0.795
P 1.723 1.378 1.690 3.65 -2.37 5.82 0.666
O 1.196 -4.357 0.124 -3.00 3.08 1.54 0.197
O -0.182 1.650 -1.857 -2.79 0.76 1.41 0.001
O 2.476 0.237 2.413 -2.40 2.55 -3.19 -0.260
O 0.841 3.198 -0.501 -1.47 -4.13 -0.47 0.180
O 0.304 1.637 2.629 1.41 0.29 -2.86 -0.153
O -0.991 -3.831 0.676 1.68 1.38 -0.74 0.068
O 2.749 2.707 1.695 -3.04 -1.69 -0.86 -0.107
N 1.153 0.883 0.097 -0.44 2.90 -1.34 -0.100
C 0.969 -1.999 0.761 -0.31 -0.69 0.58 -0.088
C 2.133 0.003 -0.638 0.58 -1.74 -2.07 -0.139
C -1.951 0.222 -0.916 -0.68 -0.26 1.38 -0.631
C -1.547 1.716 -1.453 3.24 -3.32 -1.33 -0.331
C -3.501 0.074 -0.433 1.46 0.16 -0.62 -0.070
C 1.871 -1.577 -0.494 -0.06 -0.49 0.71 -0.133
C 0.387 -3.492 0.501 2.03 -2.21 -1.39 -0.339
C 0.663 1.992 -0.704 2.10 2.52 2.08 -0.399
H 2.009 0.246 -1.760 0.31 -0.27 1.73 0.150
H -0.169 0.770 2.708 0.96 0.70 0.15 0.085
H -1.511 -3.415 -0.054 0.55 -0.47 0.72 0.105
H 2.893 -2.084 -0.344 -1.64 0.73 -0.46 0.156
H 1.371 -2.026 -1.428 0.95 0.90 1.25 0.114
H -2.270 1.987 -2.354 1.23 -0.17 0.07 0.159
H 3.224 0.217 -0.386 -1.65 0.09 0.02 0.154
H 3.697 2.440 1.744 -0.70 -0.26 0.24 0.125
H 0.091 -1.303 0.979 0.96 -0.81 -0.42 0.079
H -1.733 2.562 -0.642 6.01 -2.28 0.33 -0.008
H -3.711 0.954 0.324 -0.03 -1.10 -0.58 0.071
H -1.308 0.043 0.026 -0.68 0.50 -1.57 0.112
H 1.563 -2.081 1.746 -0.80 0.20 -1.61 0.149
H -4.231 0.050 -1.308 0.72 -0.04 1.15 0.120
H -3.545 -0.897 0.187 -0.40 1.63 -0.82 0.150
```
Forces are in eV/Å.

Computed properties:
Net charge ... +3
Spin multiplicity ... 1
HOMO-LUMO gap ... 1.911 eV
E ... -1733.6843 Eh
LUMO level ... -16.1 eV

---

Copy entry 1 word for word.
C8H15ClINO2PV as an isolated structure in a non-equilibrium geometry. Source: the Open Molecules 2025 dataset; level of theory: the ωB97M-V functional and the def2-TZVPD basis.

XYZ file:
```
30
Properties=species:S:1:pos:R:3:forces:R:3:lowdin_charge:R:1
I 1.093 3.138 -0.492 -0.97 -1.22 -0.15 0.765
V -0.560 1.240 0.072 1.42 7.37 1.46 0.009
Cl -2.457 2.488 0.549 1.25 -1.56 -0.46 0.314
P 1.030 -0.407 -0.385 1.89 -2.00 -0.81 0.730
O -2.525 -1.036 0.548 3.59 4.06 -1.19 0.230
O -2.740 -0.964 -2.307 1.27 6.26 1.19 0.365
N 0.048 0.885 1.905 -0.03 -0.90 1.13 0.046
C -1.770 -0.184 0.274 -5.47 -6.98 1.98 -0.281
C 0.204 0.398 2.950 -0.33 0.56 -0.77 -0.050
C -2.775 1.529 -2.723 0.67 1.82 0.92 0.061
C 1.082 -0.595 -2.188 -0.32 0.51 -0.16 -0.200
C 0.944 -2.118 0.211 -0.74 -0.26 0.41 -0.188
C 2.693 0.081 0.168 0.19 0.57 0.44 -0.225
C -2.605 0.202 -2.249 -2.41 -7.08 -3.29 -0.024
C 0.360 -0.237 4.226 0.25 -0.34 0.36 0.044
H 2.700 1.111 0.544 0.16 -0.48 -0.03 -0.016
H 1.801 -1.386 -2.431 -0.16 0.12 -0.02 0.093
H -3.531 1.581 -3.540 0.28 -0.53 0.26 0.186
H 0.083 -0.870 -2.551 0.31 -0.16 -0.12 0.047
H 3.029 -0.604 0.957 -0.06 0.14 -0.21 0.076
H -3.115 2.117 -1.845 -0.10 0.03 -0.47 0.072
H 1.606 -2.741 -0.410 -0.11 0.29 0.11 0.095
H 1.386 0.351 -2.652 0.01 -0.24 -0.01 0.063
H -0.073 -2.531 0.150 0.28 -0.02 -0.04 0.064
H -0.368 0.139 4.958 0.05 0.12 -0.20 0.140
H 0.207 -1.322 4.111 0.01 0.26 -0.03 0.132
H -1.799 1.979 -3.037 -0.57 -0.40 0.04 0.157
H 1.375 -0.070 4.610 -0.13 0.07 -0.05 0.137
H 1.288 -2.195 1.251 -0.13 0.09 -0.27 0.069
H 3.386 0.020 -0.676 -0.10 -0.08 -0.02 0.089
```
Forces are in eV/Å.

Computed properties:
Net charge ... +3
<S²> ... 0.79
Spin multiplicity ... 2
HOMO-LUMO gap (alpha / beta) ... 6.474 / 6.003 eV
E ... -2561.1211 Eh
Energy above the lowest of the compared OMol25 structures with the same formula, charge and spin ... 0.0 kJ/mol
LUMO level (alpha / beta) ... -13.9 / -14.2 eV

---

Question: spin multiplicity of number 2 (C8H15ClINO4Si2Sm)?
Answer: 5